(1)
Formula: C5H8N2O3
Source: the OMol25 dataset
Level of theory: ωB97M-V/def2-TZVPD

As for the maximum force: 0.0890 hartree/bohr. The calculation puts the HOMO energy at -9.3710 eV. As for the lowest unoccupied orbital energy: 0.0055 hartree. The total charge is 0. The calculation puts the molecular weight at 144.13 g mol⁻¹. The electronic energy is -530.335842 Eh. The HOMO-LUMO gap is 9.52 eV.

Element x y z (Å)
C  1.946  -0.975  -0.706
C  -2.474  0.707  0.015
C  -2.336  -0.747  0.102
C  -1.184  0.794  0.608
C  2.054  -0.018  0.282
N  -1.000  -0.510  0.638
N  3.010  1.006  0.149
O  0.884  -1.807  -0.807
O  2.673  2.142  0.488
O  4.104  0.642  -0.294
H  2.702  -1.175  -1.342
H  -2.650  1.153  -0.937
H  -3.265  1.112  0.628
H  -3.124  -1.223  0.613
H  -2.134  -1.418  -0.860
H  0.105  -1.420  -0.206
H  -0.553  1.640  0.757
H  1.241  0.098  0.872

***

(2)
Formula: C4H12N4O
Source: the OMol25 dataset
Level of theory: ωB97M-V/def2-TZVPD

As for the maximum force: 0.0439 hartree/bohr. The calculation puts the HOMO energy at -8.8446 eV. As for the lowest unoccupied orbital energy: 0.0253 hartree. The total charge is 0. The calculation puts the molecular weight at 132.17 g mol⁻¹. The electronic energy is -453.860124 Eh. The HOMO-LUMO gap is 9.53 eV.

Element x y z (Å)
C  1.966  -0.298  -1.897
C  0.282  -1.341  -0.427
N  1.307  -1.904  0.296
O  0.648  -0.401  -1.422
N  -0.892  -1.787  -0.331
H  2.138  -2.173  -0.216
H  0.960  -2.649  0.883
H  -1.588  -1.268  -0.850
H  1.972  0.530  -2.608
H  2.669  -0.081  -1.080
H  2.280  -1.218  -2.392
C  -1.853  1.524  0.144
C  -1.131  1.133  1.411
N  0.192  0.814  1.248
N  -1.619  1.077  2.580
H  0.676  1.213  0.458
H  0.714  0.688  2.099
H  -2.618  1.258  2.619
H  -1.848  2.610  0.043
H  -1.371  1.098  -0.732
H  -2.884  1.177  0.176

***

(3)
Formula: C11H16
Source: the OMol25 dataset
Level of theory: ωB97M-V/def2-TZVPD

As for the maximum force: 0.1165 hartree/bohr. The calculation puts the HOMO energy at -7.9579 eV. As for the lowest unoccupied orbital energy: 0.0346 hartree. The total charge is 0. The calculation puts the molecular weight at 148.25 g mol⁻¹. The electronic energy is -428.609192 Eh. The HOMO-LUMO gap is 8.90 eV.

Element x y z (Å)
C  -1.116  0.470  -1.139
C  0.307  0.164  -1.120
C  -1.491  -1.001  0.724
C  -0.222  -1.432  0.791
C  -1.997  0.046  -0.235
C  0.778  -0.883  -0.110
C  1.083  0.540  0.131
C  -3.414  0.463  -0.189
C  1.995  -1.761  -0.411
C  0.221  1.258  1.221
C  2.445  1.083  -0.239
H  -1.579  1.090  -1.824
H  0.998  0.119  -1.909
H  -2.137  -1.426  1.450
H  0.017  -2.178  1.396
H  -3.814  0.916  -1.032
H  -3.506  1.105  0.598
H  -3.999  -0.330  -0.078
H  2.485  -1.687  -1.351
H  1.678  -2.921  -0.459
H  2.883  -1.740  0.177
H  0.860  2.010  1.891
H  -0.210  0.589  1.830
H  -0.532  1.955  0.892
H  2.821  1.455  0.711
H  2.462  1.870  -1.054
H  2.984  0.226  -0.659

***

(4)
Formula: C19H23FN4O4
Source: the OMol25 dataset
Level of theory: ωB97M-V/def2-TZVPD

As for the maximum force: 0.0217 hartree/bohr. The calculation puts the HOMO energy at -8.2049 eV. As for the lowest unoccupied orbital energy: 0.0283 hartree. The total charge is 0. The calculation puts the molecular weight at 390.41 g mol⁻¹. The electronic energy is -1357.633046 Eh. The HOMO-LUMO gap is 8.98 eV.

Element x y z (Å)
C  -3.999  -2.368  1.048
H  -5.065  -2.148  1.084
O  -3.522  -1.753  -0.127
C  -2.183  -1.788  -0.367
C  -1.739  -1.079  -1.483
C  -0.395  -1.006  -1.776
C  0.548  -1.667  -1.000
C  0.077  -2.408  0.074
C  -1.261  -2.478  0.410
H  -1.540  -3.051  1.277
F  0.951  -3.117  0.813
C  2.029  -1.559  -1.245
N  2.643  -0.915  -0.099
C  4.036  -1.199  0.117
H  4.292  -0.883  1.133
H  4.201  -2.274  0.038
C  4.922  -0.440  -0.876
N  4.596  0.963  -0.765
C  3.443  1.466  -0.290
O  3.295  2.669  -0.150
C  2.320  0.488  0.063
C  1.850  0.762  1.516
H  2.236  1.721  1.862
C  0.340  0.723  1.658
O  -0.223  -0.233  2.168
N  -0.358  1.795  1.219
C  0.176  3.012  0.652
H  -0.370  3.233  -0.266
H  0.035  3.839  1.355
H  1.233  2.931  0.418
C  -1.786  1.806  1.444
C  -2.618  1.745  0.207
N  -2.204  2.091  -0.983
O  -3.239  1.930  -1.840
C  -4.300  1.483  -1.164
C  -3.982  1.344  0.150
H  -4.598  1.007  0.954
H  -5.196  1.305  -1.723
H  -2.057  2.717  1.998
H  -2.020  0.936  2.066
H  2.241  -0.033  2.152
H  1.492  0.732  -0.613
H  5.298  1.645  -1.018
H  4.737  -0.797  -1.898
H  5.981  -0.584  -0.649
H  2.456  -2.563  -1.324
H  2.210  -1.027  -2.194
H  -0.070  -0.425  -2.627
H  -2.466  -0.581  -2.103
H  -3.856  -3.453  1.019
H  -3.508  -1.961  1.937

***

(5)
Formula: C44H41BBr2CdN3O2PS
Source: the OMol25 dataset
Level of theory: ωB97M-V/def2-TZVPD

As for the maximum force: 0.0160 hartree/bohr. The calculation puts the HOMO energy at -1.3259 eV. As for the lowest unoccupied orbital energy: 0.1296 hartree. The total charge is -2. The calculation puts the molecular weight at 989.90 g mol⁻¹. The electronic energy is -8096.311957 Eh. The HOMO-LUMO gap is 4.85 eV.

Element x y z (Å)
Cd  0.780  0.251  -0.821
Br  0.668  -0.022  2.615
C  2.294  0.944  2.812
C  2.890  0.877  4.039
C  4.064  1.626  4.284
C  4.570  2.432  3.305
C  3.959  2.508  2.023
C  4.475  3.377  1.030
C  3.859  3.446  -0.187
C  2.745  2.618  -0.482
C  2.197  1.714  0.416
C  2.804  1.713  1.714
H  2.452  0.264  4.816
H  4.544  1.569  5.257
H  5.451  3.039  3.493
H  5.361  3.968  1.253
H  4.250  4.111  -0.955
H  2.348  2.662  -1.493
N  1.120  -1.997  -0.947
P  2.039  -2.957  -0.214
C  2.086  -4.650  -0.955
C  2.734  -5.751  -0.396
C  2.670  -6.999  -1.011
C  1.948  -7.155  -2.192
C  1.294  -6.061  -2.756
C  1.362  -4.811  -2.138
C  3.823  -2.521  -0.081
C  4.731  -2.913  -1.066
C  5.987  -2.321  -1.153
C  6.347  -1.315  -0.263
C  5.448  -0.903  0.715
C  4.196  -1.502  0.800
C  1.578  -3.396  1.535
C  0.197  -3.384  1.782
C  -0.298  -3.586  3.067
C  0.583  -3.778  4.133
C  1.952  -3.782  3.900
C  2.444  -3.595  2.606
H  3.292  -5.629  0.530
H  3.178  -7.852  -0.570
H  1.893  -8.131  -2.668
H  0.730  -6.184  -3.678
H  0.864  -3.925  -2.536
H  4.440  -3.673  -1.782
H  6.674  -2.622  -1.938
H  7.318  -0.835  -0.347
H  5.703  -0.091  1.388
H  3.485  -1.154  1.538
H  -0.467  -3.159  0.947
H  -1.370  -3.565  3.250
H  0.201  -3.904  5.143
H  2.640  -3.910  4.731
H  3.517  -3.602  2.436
S  -3.136  6.569  -2.813
C  -2.054  5.190  -2.433
C  -1.684  4.291  -3.423
C  -0.895  3.198  -3.059
N  -0.491  2.990  -1.813
C  -0.833  3.866  -0.876
C  -1.612  4.992  -1.135
C  -4.714  5.777  -2.516
C  -5.321  5.847  -1.277
C  -6.533  5.189  -1.083
N  -7.157  4.493  -2.028
C  -6.561  4.435  -3.217
C  -5.351  5.059  -3.509
H  -1.998  4.434  -4.452
H  -0.564  2.454  -3.786
H  -0.480  3.640  0.131
H  -1.876  5.687  -0.345
H  -4.850  6.396  -0.470
H  -7.022  5.217  -0.114
H  -7.075  3.855  -3.977
H  -4.907  4.977  -4.494
Br  1.776  0.637  -3.383
C  -4.675  1.450  0.286
C  -3.533  0.488  0.573
C  -3.443  0.243  2.077
O  -2.303  1.102  0.172
B  -1.437  0.165  -0.461
O  -2.194  -1.010  -0.663
C  -3.563  -0.827  -0.268
C  -4.393  -0.712  -1.545
C  -4.001  -2.060  0.505
H  -4.588  2.318  0.950
H  -5.651  0.976  0.461
H  -4.634  1.810  -0.745
H  -3.290  1.205  2.576
H  -2.581  -0.390  2.306
H  -4.353  -0.223  2.474
H  -4.083  0.161  -2.127
H  -5.470  -0.642  -1.334
H  -4.205  -1.603  -2.151
H  -3.326  -2.257  1.343
H  -3.966  -2.924  -0.167
H  -5.028  -1.949  0.884

***

(6)
Formula: C45H63CaN8S
Source: the OMol25 dataset
Level of theory: ωB97M-V/def2-TZVPD

As for the maximum force: 0.0312 hartree/bohr. The calculation puts the HOMO energy at -8.0441 eV. As for the lowest unoccupied orbital energy: -0.0734 hartree. The total charge is +1. The calculation puts the molecular weight at 788.20 g mol⁻¹. The electronic energy is -3266.186286 Eh. The HOMO-LUMO gap is 6.05 eV.

Element x y z (Å)
Ca  -0.539  -0.044  0.253
C  -3.255  1.241  2.804
C  -3.865  0.676  1.531
C  -4.151  -0.805  1.505
C  -5.256  -1.296  0.817
C  -5.453  -2.664  0.756
C  -4.550  -3.500  1.394
C  -3.488  -2.922  2.066
N  -3.285  -1.606  2.118
N  -1.796  1.074  2.966
C  -1.136  2.334  3.264
C  0.364  2.221  3.151
C  1.185  2.768  4.125
C  2.559  2.649  3.996
C  3.067  1.980  2.900
C  2.175  1.475  1.967
N  0.851  1.597  2.072
C  -1.518  0.101  4.027
C  -0.089  -0.373  4.112
C  0.614  -0.185  5.296
C  1.897  -0.690  5.416
C  2.428  -1.393  4.351
C  1.656  -1.534  3.208
N  0.429  -1.029  3.070
H  -3.780  0.822  3.668
H  -3.468  2.313  2.803
H  -3.183  0.897  0.703
H  -4.797  1.207  1.324
H  -5.941  -0.618  0.325
H  -6.299  -3.072  0.218
H  -4.662  -4.575  1.364
H  -2.762  -3.533  2.591
H  -1.395  2.708  4.266
H  -1.472  3.082  2.539
H  0.753  3.267  4.984
H  3.218  3.065  4.747
H  4.131  1.855  2.757
H  2.542  0.958  1.087
H  -2.147  -0.763  3.813
H  -1.795  0.514  5.008
H  0.155  0.350  6.117
H  2.467  -0.540  6.324
H  3.420  -1.819  4.394
H  2.052  -2.084  2.365
C  -2.340  -1.842  -6.164
C  -2.461  -1.095  -4.861
C  -3.212  0.070  -4.784
C  -3.339  0.720  -3.559
C  -4.142  1.995  -3.469
C  -2.725  0.194  -2.440
C  -1.937  -0.982  -2.463
C  -1.834  -1.600  -3.728
N  -1.355  -1.405  -1.293
C  -0.690  -2.710  -1.242
C  0.668  -2.698  -1.976
C  -0.390  -2.987  0.238
C  -1.580  -3.879  -1.744
H  -2.666  -1.230  -7.004
H  -2.958  -2.743  -6.145
H  -1.311  -2.154  -6.344
H  -3.702  0.468  -5.666
H  -5.005  1.960  -4.135
H  -3.539  2.858  -3.773
H  -4.509  2.164  -2.452
H  -2.873  0.679  -1.484
H  -1.248  -2.498  -3.850
H  1.392  -2.103  -1.410
H  0.580  -2.257  -2.968
H  1.068  -3.710  -2.075
H  0.262  -2.208  0.656
H  0.131  -3.938  0.340
H  -1.316  -3.015  0.814
H  -1.295  -4.232  -2.734
H  -2.623  -3.565  -1.783
H  -1.508  -4.733  -1.067
C  4.483  -1.020  -2.253
N  5.384  -1.735  -1.366
C  6.798  -1.544  -1.675
C  4.969  -2.100  -0.125
S  3.540  -1.516  0.535
N  5.776  -2.964  0.549
C  6.465  -4.049  -0.144
C  5.549  -3.222  1.959
H  4.873  -1.097  -3.267
H  4.401  0.036  -1.976
H  3.491  -1.462  -2.218
H  6.967  -0.494  -1.929
H  7.108  -2.155  -2.524
H  7.414  -1.788  -0.817
H  6.285  -3.997  -1.212
H  6.079  -5.005  0.219
H  7.540  -4.022  0.040
H  5.286  -2.299  2.468
H  6.471  -3.618  2.385
H  4.742  -3.944  2.113
C  -3.216  5.285  -0.789
N  -1.798  4.894  -0.967
C  -0.928  5.441  0.107
C  -1.643  3.402  -1.102
C  -0.269  2.997  -1.578
C  0.377  3.796  -2.526
C  1.641  3.461  -2.982
C  2.228  2.298  -2.510
C  1.539  1.492  -1.614
C  0.271  1.799  -1.085
H  -3.287  6.361  -0.647
H  -3.612  4.773  0.086
H  -3.785  4.991  -1.668
H  -1.462  5.281  -1.850
H  -1.306  5.095  1.066
H  -0.944  6.528  0.073
H  0.084  5.073  -0.042
H  -2.417  3.065  -1.794
H  -1.833  2.973  -0.118
H  -0.086  4.685  -2.956
H  2.149  4.093  -3.697
H  3.215  2.015  -2.860
H  2.033  0.568  -1.304

***

Q: maximum force of number 2 (C4H12N4O)?
A: 0.0439 hartree/bohr

***

Q: Among the records above, which one has the highest electronic energy?
A: C11H16

***

Please write out number 1 again, unchanged.
Formula: C5H8N2O3
Source: the OMol25 dataset
Level of theory: ωB97M-V/def2-TZVPD

As for the maximum force: 0.0890 hartree/bohr. The calculation puts the HOMO energy at -9.3710 eV. As for the lowest unoccupied orbital energy: 0.0055 hartree. The total charge is 0. The calculation puts the molecular weight at 144.13 g mol⁻¹. The electronic energy is -530.335842 Eh. The HOMO-LUMO gap is 9.52 eV.

Element x y z (Å)
C  1.946  -0.975  -0.706
C  -2.474  0.707  0.015
C  -2.336  -0.747  0.102
C  -1.184  0.794  0.608
C  2.054  -0.018  0.282
N  -1.000  -0.510  0.638
N  3.010  1.006  0.149
O  0.884  -1.807  -0.807
O  2.673  2.142  0.488
O  4.104  0.642  -0.294
H  2.702  -1.175  -1.342
H  -2.650  1.153  -0.937
H  -3.265  1.112  0.628
H  -3.124  -1.223  0.613
H  -2.134  -1.418  -0.860
H  0.105  -1.420  -0.206
H  -0.553  1.640  0.757
H  1.241  0.098  0.872